# 1
Below is a molecular structure, CH3Cl2FN2O2S2 in a non-equilibrium geometry, with properties calculated with ωB97M-V/def2-TZVPD.

Geometry as ORCA input:
```
! RIJCOSX wB97M-V def2-TZVPD def2/J DEFGRID3
* xyz 0 1
C 2.524 -0.137 0.211
N -2.033 -1.105 0.151
N -0.197 0.627 -0.807
O -2.478 1.192 -1.225
O -1.743 1.240 1.100
F 3.458 -0.140 1.270
S 1.155 0.794 1.066
S -1.770 0.540 -0.162
Cl 2.064 -1.835 -0.070
Cl 3.193 0.565 -1.135
H -1.837 -1.382 1.059
H -2.277 -1.980 -0.459
H -0.059 1.621 -0.999
*
```

Energy above the lowest of the compared OMol25 structures with the same formula, charge and spin = 1.585 eV
E_tot = -57590.0718 eV
Strongest force on any atom = 0.07750 Eh/bohr
Kohn-Sham gap (spin up / spin down) = 0.3039 / 0.3039 Eh

=====

# 2
Below is CH3Cl2N3O in the gas phase in a non-equilibrium geometry, with properties calculated with ωB97M-V/def2-TZVPD.

Geometry as ORCA input:
```
! RIJCOSX wB97M-V def2-TZVPD def2/J DEFGRID3
* xyz 0 1
H 0.909 -1.919 -0.420
N 0.181 -1.262 -0.336
C 0.689 -0.121 -0.195
N 0.065 1.010 0.084
O -1.318 1.034 -0.225
N 2.271 0.017 0.338
Cl 3.056 1.515 -0.073
Cl 3.083 -1.397 -0.027
H 0.598 1.831 0.004
H -1.565 0.108 -0.395
*
```

Energy above the lowest of the compared OMol25 structures with the same formula, charge and spin = 2.765 eV
SMILES = [H]/N=C(/NO)N(Cl)Cl
E_tot = -32643.5926 eV
Strongest force on any atom = 0.07287 Eh/bohr
Kohn-Sham gap = 0.3425 Eh

=====

# 3
Below is a molecular structure, CH3Cl2O2P in a non-equilibrium geometry, with properties calculated with ωB97M-V/def2-TZVPD.

Geometry as ORCA input:
```
! RIJCOSX wB97M-V def2-TZVPD def2/J DEFGRID3
* xyz 0 1
C 0.562 0.605 -0.246
O -1.269 -0.925 -1.525
O 1.608 0.813 0.513
P -0.601 -0.858 -0.148
Cl -1.932 -0.936 1.358
Cl -0.747 1.946 -0.189
H 0.251 -1.968 0.102
H 0.864 0.609 -1.279
H 1.265 0.714 1.415
*
```

Energy above the lowest of the compared OMol25 structures with the same formula, charge and spin = 1.762 eV
E_tot = -39514.6541 eV
Strongest force on any atom = 0.08568 Eh/bohr
Kohn-Sham gap = 0.3931 Eh

=====

# 4
Below is 2 unconnected molecules or ions with the total composition CH3Cl2OP in a non-equilibrium geometry, with properties calculated with ωB97M-V/def2-TZVPD.

Geometry as ORCA input:
```
! RIJCOSX wB97M-V def2-TZVPD def2/J DEFGRID3
* xyz 0 1
C -0.530 0.841 0.288
O 2.686 -0.580 0.417
P 0.380 -0.649 -0.283
Cl 0.254 -0.828 -2.214
Cl -0.623 -2.054 0.593
H -1.443 0.942 -0.160
H -0.831 0.678 1.270
H 0.108 1.651 0.089
*
```

Energy above the lowest of the compared OMol25 structures with the same formula, charge and spin = 5.981 eV
E_tot = -37463.0676 eV
Strongest force on any atom = 0.10024 Eh/bohr
Kohn-Sham gap (spin up / spin down) = 0.3097 / 0.3100 Eh

=====

# 5
Below is 2 unconnected molecules or ions with the total composition CH3Cl2OP in a non-equilibrium geometry, with properties calculated with ωB97M-V/def2-TZVPD.

Geometry as ORCA input:
```
! RIJCOSX wB97M-V def2-TZVPD def2/J DEFGRID3
* xyz 0 1
C 0.679 0.336 -0.881
O -0.619 0.426 -0.248
P -0.917 0.398 1.324
Cl 0.619 -1.991 1.742
Cl -2.795 -0.282 1.302
H 1.570 0.573 -0.198
H 0.727 1.167 -1.758
H 0.738 -0.626 -1.283
*
```

Energy above the lowest of the compared OMol25 structures with the same formula, charge and spin = 2.521 eV
E_tot = -37466.5278 eV
Strongest force on any atom = 0.07936 Eh/bohr
Kohn-Sham gap (spin up / spin down) = 0.2912 / 0.2911 Eh

=====

# 6
Below is a molecular structure, CH3Cl2OP in a non-equilibrium geometry, with properties calculated with ωB97M-V/def2-TZVPD.

Geometry as ORCA input:
```
! RIJCOSX wB97M-V def2-TZVPD def2/J DEFGRID3
* xyz 0 1
C -0.566 0.183 -0.229
O 0.525 -1.287 -0.459
P -2.249 -0.102 -0.858
Cl -2.786 -1.567 0.402
Cl -3.309 1.373 0.125
H -0.521 0.329 0.819
H -0.020 0.795 -0.768
H 0.053 -2.160 -0.531
*
```

Energy above the lowest of the compared OMol25 structures with the same formula, charge and spin = 3.195 eV
E_tot = -37465.8536 eV
Strongest force on any atom = 0.12701 Eh/bohr
Kohn-Sham gap = 0.3555 Eh

=====

# 7
Below is 2 unconnected molecules or ions with the total composition CH3Cl2OPS2 in a non-equilibrium geometry, with properties calculated with ωB97M-V/def2-TZVPD.

Geometry as ORCA input:
```
! RIJCOSX wB97M-V def2-TZVPD def2/J DEFGRID3
* xyz 0 1
C 0.306 -0.162 2.669
O 0.656 -0.544 -1.023
P 0.272 0.822 -1.711
S 1.404 0.850 -3.398
S -1.838 0.424 -2.174
Cl 0.018 1.189 1.621
Cl -0.955 -1.045 3.285
H 1.211 -0.463 3.171
H 1.028 -1.148 -1.645
H -2.100 0.077 -0.795
*
```

E_tot = -59135.4041 eV
Strongest force on any atom = 0.04416 Eh/bohr
Kohn-Sham gap (spin up / spin down) = 0.3188 / 0.2101 Eh

=====

# 8
Below is 2 unconnected molecules or ions with the total composition CH3ClIN in a non-equilibrium geometry, with properties calculated with ωB97M-V/def2-TZVPD.

Geometry as ORCA input:
```
! RIJCOSX wB97M-V def2-TZVPD def2/J DEFGRID3
* xyz 0 1
H -1.375 1.433 -0.432
N -2.190 0.802 -0.649
C -2.052 -0.363 -0.276
Cl -0.809 -1.113 0.753
H -2.729 -0.973 -0.765
I 4.003 -0.372 0.463
H 5.153 0.587 0.907
*
```

Energy above the lowest of the compared OMol25 structures with the same formula, charge and spin = 0.376 eV
SMILES = [H]/N=C\Cl.I
E_tot = -23197.8597 eV
Strongest force on any atom = 0.06125 Eh/bohr
Kohn-Sham gap = 0.3962 Eh

=====

# 9
Below is CH3ClN2 in the gas phase in a non-equilibrium geometry, with properties calculated with ωB97M-V/def2-TZVPD.

Geometry as ORCA input:
```
! RIJCOSX wB97M-V def2-TZVPD def2/J DEFGRID3
* xyz 0 1
C 0.840 -0.538 -0.037
N -0.246 0.292 -0.057
N -1.397 -0.149 0.101
Cl 2.410 0.163 0.054
H 0.699 -1.626 0.009
H -0.017 1.360 -0.076
H -2.288 0.498 0.006
*
```

Energy above the lowest of the compared OMol25 structures with the same formula, charge and spin = 3.825 eV
E_tot = -16585.1261 eV
Strongest force on any atom = 0.10133 Eh/bohr
Kohn-Sham gap = 0.3137 Eh

=====

# 10
Below is 2 unconnected molecules or ions with the total composition CH3ClN2O2 in a non-equilibrium geometry, with properties calculated with ωB97M-V/def2-TZVPD.

Geometry as ORCA input:
```
! RIJCOSX wB97M-V def2-TZVPD def2/J DEFGRID3
* xyz 0 1
C 0.683 -0.459 -0.468
N -1.022 0.671 1.283
N -0.628 -0.474 1.043
O -1.731 1.041 2.209
O 0.954 0.292 -1.674
Cl 0.498 -2.143 -0.824
H 0.452 -0.112 -2.401
H 1.505 -0.256 0.213
H -0.712 1.441 0.620
*
```

Energy above the lowest of the compared OMol25 structures with the same formula, charge and spin = 2.909 eV
E_tot = -20678.0552 eV
Strongest force on any atom = 0.06261 Eh/bohr
Kohn-Sham gap (spin up / spin down) = 0.3665 / 0.3665 Eh

=====

# 11
Below is CH3ClN2O2 in the gas phase in a non-equilibrium geometry, with properties calculated with ωB97M-V/def2-TZVPD.

Geometry as ORCA input:
```
! RIJCOSX wB97M-V def2-TZVPD def2/J DEFGRID3
* xyz 0 1
O 0.063 -1.474 0.917
N 0.050 -0.432 0.242
C -1.185 -0.186 -0.628
Cl -0.392 -0.010 -2.373
N 0.774 0.560 0.363
O 1.872 0.359 1.251
H -1.875 -0.921 -0.496
H -1.501 0.875 -0.477
H 2.196 1.228 1.201
*
```

Energy above the lowest of the compared OMol25 structures with the same formula, charge and spin = 2.427 eV
SMILES = [O-]/[N+](CCl)=N\O
E_tot = -20678.5381 eV
Strongest force on any atom = 0.12801 Eh/bohr
Kohn-Sham gap = 0.3660 Eh

=====

# 12
Below is 2 unconnected molecules or ions with the total composition CH3ClN2O2 in a non-equilibrium geometry, with properties calculated with ωB97M-V/def2-TZVPD.

Geometry as ORCA input:
```
! RIJCOSX wB97M-V def2-TZVPD def2/J DEFGRID3
* xyz 0 1
C -0.129 0.034 -0.041
N -1.370 0.265 -0.641
N -2.105 1.407 -0.075
O -1.340 2.324 0.112
O -3.276 1.380 0.074
Cl -3.055 -1.500 0.103
H 0.379 1.047 -0.209
H -0.237 -0.010 1.043
H 0.528 -0.768 -0.596
*
```

Energy above the lowest of the compared OMol25 structures with the same formula, charge and spin = 4.789 eV
E_tot = -20676.1761 eV
Strongest force on any atom = 0.06200 Eh/bohr
Kohn-Sham gap (spin up / spin down) = 0.2869 / 0.3275 Eh

=====

# 13
Below is 2 unconnected molecules or ions with the total composition CH3ClN2S in a non-equilibrium geometry, with properties calculated with ωB97M-V/def2-TZVPD.

Geometry as ORCA input:
```
! RIJCOSX wB97M-V def2-TZVPD def2/J DEFGRID3
* xyz 0 3
C 1.504 -0.680 1.651
N 1.116 -1.114 2.723
N -1.146 0.552 -0.979
S -0.524 -0.981 -0.896
Cl 2.688 0.349 1.087
H 1.007 -0.868 3.719
H -0.617 1.095 -1.557
H -1.567 1.127 -0.252
*
```

Energy above the lowest of the compared OMol25 structures with the same formula, charge and spin = 1.114 eV
E_tot = -27419.5137 eV
Strongest force on any atom = 0.06022 Eh/bohr
<S²> = 2.008
Kohn-Sham gap (spin up / spin down) = 0.3067 / 0.2816 Eh

=====

# 14
Below is 2 unconnected molecules or ions with the total composition CH3ClO2PS in a non-equilibrium geometry, with properties calculated with ωB97M-V/def2-TZVPD.

Geometry as ORCA input:
```
! RIJCOSX wB97M-V def2-TZVPD def2/J DEFGRID3
* xyz -1 1
C 2.082 0.020 0.438
O -1.466 1.221 0.461
O -3.695 0.115 0.942
P -2.468 0.153 0.160
S 3.627 -0.443 0.558
Cl -1.484 -1.670 0.049
H 1.440 0.294 1.197
H -2.629 0.234 -1.228
H 1.465 0.002 -0.446
*
```

Energy above the lowest of the compared OMol25 structures with the same formula, charge and spin = 1.555 eV
E_tot = -37830.3684 eV
Strongest force on any atom = 0.05853 Eh/bohr
Kohn-Sham gap = 0.2910 Eh

=====

# 15
Below is a gas-phase ion, CH3ClO2PS (charge -1) in a non-equilibrium geometry, with properties calculated with ωB97M-V/def2-TZVPD.

Geometry as ORCA input:
```
! RIJCOSX wB97M-V def2-TZVPD def2/J DEFGRID3
* xyz -1 1
C -1.201 0.291 0.855
S 0.573 0.512 1.281
P 1.238 -0.399 -0.599
O 2.669 -0.081 -0.846
O 0.704 -1.789 -0.731
Cl 0.310 0.669 -2.074
H -1.277 1.087 0.141
H -1.817 0.319 1.721
H -1.199 -0.608 0.252
*
```

Energy above the lowest of the compared OMol25 structures with the same formula, charge and spin = 0.000 eV
SMILES = CS[P@@](=O)([O-])Cl
E_tot = -37831.9234 eV
Strongest force on any atom = 0.04232 Eh/bohr
Kohn-Sham gap = 0.3088 Eh

=====

# 16
Below is CH3ClOSi in the gas phase in a non-equilibrium geometry, with properties calculated with ωB97M-V/def2-TZVPD.

Geometry as ORCA input:
```
! RIJCOSX wB97M-V def2-TZVPD def2/J DEFGRID3
* xyz 0 3
C -0.781 0.176 0.367
O -0.084 -1.043 0.108
Si 1.091 0.036 -0.382
Cl -2.710 0.188 -0.050
H -0.816 0.350 1.437
H 2.350 -0.020 0.316
H 0.950 0.313 -1.796
*
```

Energy above the lowest of the compared OMol25 structures with the same formula, charge and spin = 2.061 eV
E_tot = -23528.0527 eV
Strongest force on any atom = 0.09287 Eh/bohr
<S²> = 2.005
Kohn-Sham gap (spin up / spin down) = 0.2576 / 0.2947 Eh

=====

# 17
Below is CH3ClS2 in the gas phase in a non-equilibrium geometry, with properties calculated with ωB97M-V/def2-TZVPD.

Geometry as ORCA input:
```
! RIJCOSX wB97M-V def2-TZVPD def2/J DEFGRID3
* xyz 0 1
S 1.052 0.397 -1.209
C 0.261 -0.363 0.290
S -1.402 0.278 0.338
Cl 1.089 0.139 1.776
H 0.832 1.623 -0.682
H 0.099 -1.595 0.057
H -1.933 -0.478 -0.569
*
```

Energy above the lowest of the compared OMol25 structures with the same formula, charge and spin = 1.232 eV
SMILES = SC(S)Cl
E_tot = -35277.4855 eV
Strongest force on any atom = 0.07446 Eh/bohr
Kohn-Sham gap = 0.3469 Eh

=====

# 18
Below is a molecular structure, CH3CoMgO2 in a non-equilibrium geometry, with properties calculated with ωB97M-V/def2-TZVPD.

Geometry as ORCA input:
```
! RIJCOSX wB97M-V def2-TZVPD def2/J DEFGRID3
* xyz 0 5
O -0.269 -2.803 0.538
Mg -0.508 -1.731 -0.951
O 0.088 -0.129 -0.141
C 0.068 1.255 -0.277
Co 0.373 -1.612 1.745
H -0.424 1.729 0.592
H 1.108 1.628 -0.335
H -0.437 1.663 -1.171
*
```

Energy above the lowest of the compared OMol25 structures with the same formula, charge and spin = 0.516 eV
E_tot = -48249.7013 eV
Strongest force on any atom = 0.02941 Eh/bohr
<S²> = 6.007
Kohn-Sham gap (spin up / spin down) = 0.1655 / 0.2596 Eh

=====

# 19
Below is a molecular structure, CH3CoN2O2S4Sb in a non-equilibrium geometry, with properties calculated with ωB97M-V/def2-TZVPD.

Geometry as ORCA input:
```
! RIJCOSX wB97M-V def2-TZVPD def2/J DEFGRID3
* xyz -1 5
Co 0.477 -0.712 0.689
S -1.691 3.268 2.924
Sb 0.149 1.855 3.244
S 0.721 1.350 0.873
S -0.151 -0.975 2.604
S 1.603 3.670 3.598
N -1.102 -0.876 -1.003
N -0.334 -1.221 -2.130
C 1.076 -1.315 -1.995
O 1.727 -1.422 -3.019
O 1.503 -1.302 -0.782
H -1.893 -1.501 -0.937
H -1.434 0.083 -1.038
H -0.651 -0.903 -3.030
*
```

Energy above the lowest of the compared OMol25 structures with the same formula, charge and spin = 0.913 eV
E_tot = -95668.2092 eV
Strongest force on any atom = 0.02483 Eh/bohr
<S²> = 6.294
Kohn-Sham gap (spin up / spin down) = 0.2205 / 0.2046 Eh

=====

# 20
Below is CH3F2N2P in the gas phase in a non-equilibrium geometry, with properties calculated with ωB97M-V/def2-TZVPD.

Geometry as ORCA input:
```
! RIJCOSX wB97M-V def2-TZVPD def2/J DEFGRID3
* xyz 0 1
H -1.320 -1.131 -1.064
N -0.373 -1.054 -0.852
C -0.130 -0.028 -0.177
N -1.403 0.709 0.337
P 1.927 -0.248 -0.478
F 2.485 1.225 -0.429
F 2.232 -0.552 1.096
H -2.074 -0.017 0.225
H -1.345 1.097 1.342
*
```

Energy above the lowest of the compared OMol25 structures with the same formula, charge and spin = 1.208 eV
SMILES = [H]/N=C(\N)P(F)F
E_tot = -18789.2684 eV
Strongest force on any atom = 0.08207 Eh/bohr
Kohn-Sham gap = 0.3770 Eh